1.
DFT (the ωB97M-V functional and the def2-TZVPD basis) results for a gas-phase ion, C8H13N2O (charge +1).

The relative energy (zero: lowest compared OMol25 entry of this formula, charge and spin) comes out at 434.9 kJ/mol. The HOMO energy is -13.82 eV. The calculation puts the LUMO energy at -4.836 eV.

Geometry as ORCA input:
```
! RIJCOSX wB97M-V def2-TZVPD def2/J DEFGRID3
* xyz 1 1
O -0.89 -1.41 0.11
N 0.75 -0.85 -0.81
N -0.38 2.22 0.76
C -2.68 3.05 1.40
C 1.12 -3.09 -0.39
C -0.79 1.00 0.49
C -0.17 -0.30 0.01
C 2.12 -0.96 -1.27
C 0.04 -2.16 -0.83
C 2.39 -2.43 -1.11
C -1.22 3.25 1.14
H -2.99 3.92 1.92
H 2.39 -2.94 -2.14
H 0.99 -4.06 -0.72
H 3.33 -2.75 -0.62
H -3.27 3.05 0.43
H -2.94 2.26 2.10
H -1.04 4.03 0.55
H -1.90 0.79 0.66
H -0.76 3.51 2.15
H 2.82 -0.31 -0.51
H 2.24 -0.30 -2.23
H -0.51 -2.24 -1.73
H 1.34 -3.27 0.63
*
```


2.
DFT (the ωB97M-V functional and the def2-TZVPD basis) results for a molecular structure, C8H13N2O3P.

The relative energy (zero: lowest compared OMol25 entry of this formula, charge and spin) comes out at 37.6 kJ/mol. The HOMO energy is -8.18 eV. The calculation puts the LUMO energy at 0.834 eV.

Geometry as ORCA input:
```
! RIJCOSX wB97M-V def2-TZVPD def2/J DEFGRID3
* xyz 0 1
P -1.97 0.60 0.20
O -1.78 1.80 1.01
O -3.52 0.23 0.27
O -1.73 0.60 -1.36
N -1.17 -2.13 0.29
N 1.21 -0.46 -0.39
C 2.53 1.53 0.92
C 2.38 0.03 -0.93
C 1.22 1.21 1.29
C -0.18 -3.14 0.68
C 0.62 0.13 0.64
C -1.07 1.59 -2.16
C 3.12 1.02 -0.21
C -1.14 -0.88 0.83
H -1.51 -2.08 -0.68
H -0.02 -3.75 -0.20
H 0.75 -2.66 0.98
H 2.86 -0.68 -1.61
H -3.95 0.61 1.05
H -0.56 2.32 -1.62
H 2.93 2.45 1.34
H 4.20 1.38 -0.33
H -1.18 -0.77 1.98
H -0.48 0.95 -2.73
H -1.83 2.02 -2.84
H 0.82 1.82 2.11
H -0.53 -3.75 1.45
*
```


Question: What is the relative energy (zero: lowest compared OMol25 entry of this formula, charge and spin) in the first record?
Answer: 434.9 kJ/mol